Entry w
Density functional theory data (ωB97M-V with the def2-TZVPD basis set) for C39H91N13O13 as an isolated structure.

HOMO-LUMO gap = 7.31 eV
HOMO = -7.2 eV
E_LUMO = 0.004 Eh
Net charge = 0

Atoms and positions in Å:
C (-3.4453, 1.8652, 2.3018)
O (-3.6054, 2.2421, 1.1173)
N (-2.3903, 1.2484, 2.8193)
C (-2.2416, 1.0216, 4.2714)
C (-1.2304, 0.9359, 2.0122)
H (-4.0933, 2.2194, 3.1184)
H (-2.0868, -0.0479, 4.4135)
H (-2.9188, 1.5422, 4.9485)
H (-1.3132, 1.3376, 4.7472)
H (-0.9065, -0.0998, 2.1152)
H (-1.5222, 0.9794, 0.9629)
H (-0.3244, 1.5188, 2.1784)
C (0.1749, -0.2455, 5.4392)
O (0.4946, 0.7035, 4.7269)
N (-0.2941, -1.4335, 4.9549)
C (-0.5181, -2.6527, 5.7362)
C (-0.4329, -1.5688, 3.4257)
H (0.1443, -0.3334, 6.5363)
H (-1.4886, -2.5209, 6.2146)
H (0.2170, -2.6944, 6.5401)
H (-0.4640, -3.5563, 5.1289)
H (-1.3579, -2.0641, 3.1302)
H (-0.2634, -0.6329, 2.8934)
H (0.3572, -2.2511, 3.1122)
C (4.6275, -1.3453, -0.6756)
O (5.0736, -0.4324, -1.4031)
N (3.5088, -2.0027, -0.9921)
C (3.2099, -3.2470, -0.2380)
C (2.6580, -1.5617, -2.0601)
H (5.1948, -1.8207, 0.1396)
H (3.4827, -4.1159, -0.8369)
H (2.1399, -3.2975, -0.0362)
H (3.7241, -3.3582, 0.7166)
H (1.6737, -1.8946, -1.7308)
H (2.7948, -0.4806, -2.0840)
H (2.9218, -1.9953, -3.0247)
C (3.5785, 1.4080, -1.0815)
O (2.3831, 1.6787, -0.9412)
N (4.4197, 2.1940, -1.8392)
C (5.8481, 1.9737, -2.0617)
C (4.0275, 3.4650, -2.5445)
H (3.9781, 0.4489, -0.7172)
H (6.0938, 1.6282, -3.0658)
H (6.2114, 1.0674, -1.5771)
H (6.6217, 2.7188, -1.8764)
H (4.6794, 3.7432, -3.3726)
H (3.0575, 3.3567, -3.0297)
H (4.0280, 4.3170, -1.8646)
C (3.1341, -0.1555, 1.3655)
O (4.3615, -0.5257, 1.2303)
N (2.5120, 0.0387, 2.5583)
C (1.1220, 0.5573, 2.6380)
C (2.9905, -0.3772, 3.8479)
H (2.5819, 0.0969, 0.4470)
H (0.3749, -0.1744, 2.9455)
H (0.8432, 0.9581, 1.6634)
H (1.0544, 1.3246, 3.4093)
H (3.4822, 0.4980, 4.2726)
H (2.2316, -0.7696, 4.5248)
H (3.8249, -1.0556, 3.6703)
C (-3.2924, -1.8496, 0.1298)
O (-2.2593, -2.1382, -0.3833)
N (-3.8340, -0.6301, 0.1084)
C (-5.1307, -0.3125, 0.7111)
C (-3.2468, 0.5286, -0.5370)
H (-4.0442, -2.5720, 0.4837)
H (-5.1605, 0.4507, 1.4888)
H (-5.6621, -1.1991, 1.0569)
H (-5.7326, 0.1978, -0.0409)
H (-2.3302, 0.3544, -1.1005)
H (-3.9633, 0.7781, -1.3195)
H (-3.2282, 1.3969, 0.1216)
C (-0.6311, -0.6021, 0.6393)
O (-0.0462, -1.1743, 1.5323)
N (-0.0324, -0.0802, -0.4502)
C (1.2802, -0.3696, -0.8939)
C (-0.8748, 0.8506, -1.1864)
H (-1.7169, -0.4199, 0.6516)
H (1.8683, 0.5464, -0.9514)
H (1.3285, -0.7951, -1.8962)
H (1.7399, -0.9249, -0.0764)
H (-1.7353, 1.2132, -0.6242)
H (-0.3741, 1.7476, -1.5510)
H (-1.2748, 0.3860, -2.0877)
C (0.2524, -5.1439, -0.1989)
O (1.4622, -4.8347, -0.0020)
N (-0.7805, -4.2718, 0.0787)
C (-2.1759, -4.6012, -0.2384)
C (-0.4981, -2.8613, 0.4812)
H (-0.0517, -6.1297, -0.5838)
H (-2.4526, -5.6269, -0.4820)
H (-2.5041, -3.9926, -1.0810)
H (-2.6225, -4.2166, 0.6786)
H (-1.1478, -2.6699, 1.3353)
H (0.5135, -2.7191, 0.8615)
H (-0.8350, -2.0958, -0.2177)
C (1.3829, 2.6762, 1.3112)
O (1.6860, 2.4691, 2.5141)
N (0.2330, 3.2875, 0.9347)
C (0.0848, 3.6855, -0.5023)
C (-0.8918, 3.6694, 1.7868)
H (1.9655, 2.4971, 0.3943)
H (-0.6015, 2.9949, -0.9923)
H (0.8817, 3.7392, -1.2440)
H (-0.3699, 4.6745, -0.5599)
H (-0.9337, 4.7571, 1.8432)
H (-1.8857, 3.3527, 1.4704)
H (-0.8703, 3.2073, 2.7737)
C (-0.9173, -3.9274, -4.3682)
O (-1.1549, -5.0650, -4.1586)
N (-0.6079, -3.0033, -3.4312)
C (-0.3454, -1.6441, -3.8558)
C (-0.4215, -3.2997, -2.0558)
H (-0.9725, -3.4879, -5.3762)
H (0.5916, -1.2579, -3.4544)
H (-1.0523, -0.9465, -3.4067)
H (-0.1807, -1.5260, -4.9268)
H (-0.6965, -2.4243, -1.4674)
H (-1.0869, -4.0999, -1.7319)
H (0.5801, -3.6003, -1.7483)
C (-1.9245, 2.9659, -3.1592)
O (-1.4073, 1.9669, -2.6594)
N (-1.2843, 4.1654, -3.1276)
C (-1.9732, 5.2975, -3.7208)
C (-0.0039, 4.4272, -2.4877)
H (-2.8630, 2.9896, -3.7342)
H (-3.0495, 5.2234, -3.5649)
H (-1.8805, 5.2974, -4.8068)
H (-1.7146, 6.2652, -3.2909)
H (0.4931, 3.5392, -2.0971)
H (0.6555, 4.8173, -3.2630)
H (-0.0336, 5.2541, -1.7781)
C (-3.8414, -2.2832, 4.2879)
O (-4.3536, -3.2792, 4.8506)
N (-3.1302, -2.4002, 3.1718)
C (-2.7154, -1.2296, 2.3713)
C (-2.6759, -3.7778, 2.7008)
H (-4.0236, -1.2717, 4.6829)
H (-2.4779, -0.4026, 3.0405)
H (-3.6096, -0.8586, 1.8706)
H (-1.8791, -1.3005, 1.6758)
H (-3.0051, -4.5735, 3.3691)
H (-3.2465, -3.9011, 1.7803)
H (-1.5859, -3.7804, 2.6993)
C (1.8493, 3.7070, -4.3552)
O (2.2306, 4.4118, -5.2973)
N (1.7544, 2.3343, -4.3787)
C (2.1334, 1.4567, -5.4501)
C (1.3528, 1.5773, -3.1973)
H (1.6172, 4.0865, -3.3481)
H (2.9818, 0.8073, -5.2341)
H (2.4130, 2.1106, -6.2762)
H (1.3232, 0.8756, -5.8904)
H (1.0223, 2.1960, -2.3629)
H (0.4483, 1.0019, -3.3946)
H (2.2398, 0.9608, -3.0519)

These are the Löwdin partial charges, in e, on atoms 1 to 2:
1 C -0.2745
2 O -0.0410

Entry x
Density functional theory data (ωB97M-V with the def2-TZVPD basis set) for a 13-piece molecular cluster, C39H91N13O13 overall.

HOMO-LUMO gap = 9.50 eV
HOMO = -9.3 eV
E_LUMO = 0.009 Eh
Net charge = 0

Atoms and positions in Å:
C (-20.1098, 20.2895, 7.5965)
C (-19.9706, 21.7336, 8.0032)
O (-20.7138, 22.6904, 7.6647)
N (-18.8930, 21.8866, 8.8148)
C (-18.4611, 23.0661, 9.5105)
H (-19.5624, 19.6193, 8.2593)
H (-19.6764, 20.2292, 6.5982)
H (-21.1859, 20.1659, 7.4751)
H (-18.3869, 21.0131, 8.7834)
H (-19.2833, 23.7052, 9.8324)
H (-17.9194, 23.6362, 8.7558)
H (-17.8862, 22.8726, 10.4161)
C (-20.5505, 7.2363, 16.2639)
C (-19.1162, 7.7229, 16.5624)
O (-18.7114, 7.7617, 17.7135)
N (-18.2876, 8.0681, 15.5654)
C (-18.5079, 8.1036, 14.1681)
H (-21.0780, 7.9292, 16.9193)
H (-20.7629, 6.3298, 16.8307)
H (-20.9113, 7.3421, 15.2408)
H (-17.3326, 8.2108, 15.8616)
H (-18.6598, 7.1169, 13.7304)
H (-17.7807, 8.5497, 13.4896)
H (-19.4915, 8.5298, 13.9707)
C (-11.2064, 11.1041, 1.1866)
C (-11.4867, 12.2706, 0.2092)
O (-11.5067, 13.4090, 0.6842)
N (-11.6839, 11.9419, -1.0680)
C (-12.2539, 12.7930, -2.1631)
H (-12.0142, 10.3737, 1.1412)
H (-11.2132, 11.4815, 2.2092)
H (-10.2555, 10.6221, 0.9598)
H (-11.8746, 10.9764, -1.2951)
H (-12.7514, 12.2678, -2.9784)
H (-11.4011, 13.3256, -2.5841)
H (-12.7240, 13.6161, -1.6249)
C (-18.4758, 13.7056, 0.2652)
C (-19.1816, 12.8692, -0.7677)
O (-20.0416, 12.1482, -0.3530)
N (-18.8486, 12.9849, -2.0334)
C (-19.5451, 12.1288, -2.9855)
H (-17.6983, 13.1183, 0.7537)
H (-19.2286, 14.2812, 0.8038)
H (-17.9953, 14.3941, -0.4300)
H (-18.3275, 13.7963, -2.3339)
H (-19.0828, 11.1421, -3.0151)
H (-19.3224, 12.5701, -3.9569)
H (-20.6156, 11.9797, -2.8447)
C (-3.0070, 15.9949, 4.1005)
C (-3.7841, 17.3290, 4.2083)
O (-3.8452, 18.0634, 3.2380)
N (-4.6145, 17.3618, 5.1843)
C (-5.5276, 18.4294, 5.5511)
H (-3.1532, 15.6651, 3.0719)
H (-3.3535, 15.2685, 4.8356)
H (-1.9461, 16.1850, 4.2634)
H (-4.5986, 16.6327, 5.8831)
H (-5.0822, 19.1052, 6.2812)
H (-6.3923, 17.9699, 6.0298)
H (-5.8668, 18.8744, 4.6157)
C (-7.7167, 6.0978, 14.1001)
C (-8.4881, 7.0807, 13.2125)
O (-9.4898, 7.7552, 13.5973)
N (-8.0086, 7.3169, 12.0418)
C (-8.6682, 8.0810, 10.9674)
H (-7.2599, 6.4478, 15.0258)
H (-6.8476, 5.7252, 13.5579)
H (-8.4344, 5.2935, 14.2615)
H (-7.4631, 6.5281, 11.7250)
H (-8.0667, 8.9860, 10.8812)
H (-9.6594, 8.3506, 11.3321)
H (-8.7031, 7.6721, 9.9577)
C (-15.7024, 4.4158, 5.9624)
C (-14.7567, 5.1974, 6.9040)
O (-15.1035, 6.3404, 7.1235)
N (-13.6959, 4.7128, 7.5218)
C (-13.1398, 3.3589, 7.3506)
H (-16.2780, 5.0547, 5.2926)
H (-16.4007, 3.8565, 6.5850)
H (-15.2139, 3.6642, 5.3423)
H (-13.0999, 5.4128, 7.9401)
H (-12.5069, 3.4869, 8.2287)
H (-12.5702, 3.2707, 6.4254)
H (-13.7902, 2.5456, 7.6725)
C (-14.0016, 17.5226, -7.3401)
C (-14.7054, 17.9900, -6.1063)
O (-15.7520, 17.4927, -5.8026)
N (-14.2899, 19.1633, -5.5069)
C (-15.0597, 19.9556, -4.5316)
H (-14.5925, 17.9123, -8.1690)
H (-13.9550, 16.4462, -7.5056)
H (-13.0139, 17.9775, -7.2645)
H (-13.4205, 19.5246, -5.8727)
H (-15.9455, 19.4092, -4.2076)
H (-15.1882, 20.9906, -4.8484)
H (-14.4378, 19.9594, -3.6364)
C (-7.6997, 19.0407, -2.1772)
C (-7.2615, 20.3693, -2.8494)
O (-7.7605, 20.8429, -3.8619)
N (-6.0852, 20.7893, -2.3549)
C (-5.4605, 22.0299, -2.8850)
H (-7.5807, 18.1567, -2.8038)
H (-8.6496, 19.2231, -1.6748)
H (-7.0872, 18.8341, -1.2996)
H (-5.6437, 20.4431, -1.5151)
H (-4.8454, 22.5665, -2.1626)
H (-6.2278, 22.7530, -3.1617)
H (-4.8311, 21.8762, -3.7615)
C (-8.0374, 22.9387, 13.6134)
C (-8.0628, 23.5051, 12.2199)
O (-7.0193, 23.7160, 11.5808)
N (-9.2347, 23.8960, 11.7984)
C (-9.3895, 24.7155, 10.5683)
H (-8.5437, 21.9739, 13.6432)
H (-8.6484, 23.6560, 14.1614)
H (-7.0441, 22.8895, 14.0594)
H (-10.0208, 23.7252, 12.4092)
H (-9.5626, 25.7589, 10.8320)
H (-10.3506, 24.5541, 10.0800)
H (-8.6240, 24.6409, 9.7960)
C (-13.1790, 15.0116, 6.7717)
C (-13.3075, 16.5122, 6.6573)
O (-13.5226, 17.1090, 7.6626)
N (-13.1628, 17.0407, 5.4315)
C (-13.2594, 18.4616, 4.9939)
H (-13.7831, 14.6946, 5.9216)
H (-13.6590, 14.4839, 7.5958)
H (-12.1288, 14.7388, 6.6670)
H (-12.8242, 16.4447, 4.6897)
H (-12.9962, 19.1384, 5.8068)
H (-14.2428, 18.6561, 4.5658)
H (-12.5518, 18.7291, 4.2091)
C (-16.2467, 13.9067, 14.9342)
C (-17.7404, 14.1958, 14.9506)
O (-18.3726, 14.7674, 14.0111)
N (-18.3589, 13.8439, 16.0808)
C (-19.8157, 13.6014, 16.3218)
H (-15.8180, 13.2758, 14.1554)
H (-15.7857, 13.6565, 15.8897)
H (-15.7821, 14.8183, 14.5585)
H (-17.6512, 13.6467, 16.7739)
H (-20.4082, 13.3242, 15.4499)
H (-20.3494, 14.4282, 16.7905)
H (-19.8731, 12.7696, 17.0239)
C (-9.5525, 26.6176, 1.7859)
C (-9.0301, 28.0231, 1.6525)
O (-8.0920, 28.3682, 2.4335)
N (-9.4454, 28.8673, 0.7513)
C (-8.8319, 30.1392, 0.4052)
H (-8.6750, 26.0424, 1.4908)
H (-10.3386, 26.3640, 1.0746)
H (-9.8425, 26.3224, 2.7943)
H (-10.0120, 28.4950, 0.0026)
H (-8.0185, 30.5648, 0.9928)
H (-9.5964, 30.9152, 0.3668)
H (-8.4522, 30.0961, -0.6157)

These are the Löwdin partial charges, in e, on atoms 1 to 2:
1 C -0.0079
2 C -0.5310

Entry y
Density functional theory data (ωB97M-V with the def2-TZVPD basis set) for a 13-piece molecular cluster, C39H91N13O13 overall.

HOMO-LUMO gap = 9.02 eV
HOMO = -8.9 eV
E_LUMO = 0.006 Eh
Net charge = 0

Atoms and positions in Å:
C (5.3239, -4.5454, -2.4420)
O (5.8604, -4.9035, -3.4614)
N (5.1912, -3.2727, -2.0366)
C (4.5632, -2.9676, -0.7684)
C (5.8696, -2.2233, -2.7493)
H (4.9038, -5.2720, -1.7301)
H (4.0288, -2.0151, -0.8873)
H (5.2545, -2.8699, 0.0687)
H (3.7250, -3.6171, -0.5045)
H (5.3059, -1.2924, -2.6760)
H (6.8691, -2.0286, -2.3573)
H (5.8979, -2.4721, -3.8055)
C (3.5215, 3.7024, 3.4552)
O (4.4644, 3.8849, 2.7033)
N (2.8561, 2.5400, 3.6310)
C (1.5600, 2.5031, 4.2752)
C (3.2362, 1.2900, 3.0312)
H (3.1032, 4.5522, 4.0236)
H (1.3027, 3.3590, 4.9020)
H (1.6088, 1.7092, 5.0316)
H (0.7371, 2.2586, 3.6073)
H (3.4444, 0.5527, 3.8023)
H (2.4297, 0.9328, 2.3868)
H (4.0793, 1.4276, 2.3581)
C (-1.9097, 0.9361, 4.6453)
O (-0.7624, 0.5942, 4.7211)
N (-2.7698, 0.9961, 5.6796)
C (-4.1025, 1.5103, 5.4833)
C (-2.4211, 0.4132, 6.9396)
H (-2.4413, 1.1881, 3.7172)
H (-4.4800, 1.2713, 4.4791)
H (-4.1673, 2.6041, 5.4579)
H (-4.7785, 1.0528, 6.1981)
H (-1.4573, -0.0876, 6.8781)
H (-2.4266, 1.1181, 7.7710)
H (-3.0840, -0.4191, 7.2133)
C (-4.4986, -0.9543, 1.6555)
O (-3.9587, -0.0435, 2.2559)
N (-5.7688, -0.9364, 1.2008)
C (-6.3048, -2.0689, 0.4801)
C (-6.6178, 0.2236, 1.3317)
H (-3.9947, -1.8838, 1.3423)
H (-7.3036, -2.3262, 0.8169)
H (-5.6551, -2.9393, 0.5836)
H (-6.2455, -1.8645, -0.5953)
H (-7.5144, -0.0155, 1.9183)
H (-6.1458, 1.1003, 1.7523)
H (-7.0431, 0.4234, 0.3389)
C (-1.0579, -5.0456, 1.1153)
O (-1.7466, -5.8578, 0.5311)
N (-0.3647, -5.2817, 2.2466)
C (0.8192, -4.4753, 2.5380)
C (-0.4549, -6.5791, 2.9025)
H (-1.0084, -4.0232, 0.7094)
H (0.5477, -3.4186, 2.4749)
H (1.6663, -4.5847, 1.8553)
H (1.0939, -4.7557, 3.5504)
H (-0.3976, -6.4500, 3.9850)
H (-1.4333, -7.0135, 2.7054)
H (0.3212, -7.2613, 2.5402)
C (2.9954, 0.9241, -3.3813)
O (2.5201, 0.3178, -2.4507)
N (3.0962, 0.4447, -4.6315)
C (3.6481, 1.2372, -5.7222)
C (2.4241, -0.7572, -5.0356)
H (3.4528, 1.9156, -3.2702)
H (4.2265, 2.0518, -5.2880)
H (2.8130, 1.5326, -6.3594)
H (4.3999, 0.6658, -6.2717)
H (3.0995, -1.4801, -5.4910)
H (1.8260, -1.1702, -4.2353)
H (1.7275, -0.4636, -5.8301)
C (-0.3845, -2.9990, -5.0122)
O (-0.8914, -1.9563, -4.6559)
N (0.5558, -3.6500, -4.3026)
C (1.2663, -4.7906, -4.8610)
C (0.9786, -3.2736, -2.9652)
H (-0.5736, -3.5600, -5.9388)
H (2.3359, -4.5924, -4.8801)
H (0.9852, -4.9959, -5.8944)
H (1.0155, -5.6617, -4.2545)
H (0.6556, -4.0062, -2.2252)
H (2.0597, -3.1637, -2.9786)
H (0.5333, -2.3005, -2.7596)
C (1.0502, -0.6417, 0.3139)
O (1.3513, -1.0871, 1.4084)
N (-0.0374, 0.1269, 0.0842)
C (-0.9187, 0.4666, 1.1779)
C (-0.4183, 0.5309, -1.2480)
H (1.5758, -0.8803, -0.6204)
H (-1.7670, -0.2058, 1.3055)
H (-1.3229, 1.4696, 1.0142)
H (-0.3754, 0.4753, 2.1233)
H (-0.1955, 1.5360, -1.6054)
H (-0.0240, -0.1303, -2.0231)
H (-1.4981, 0.3769, -1.3501)
C (1.8862, 3.7647, -1.7582)
O (3.0702, 3.4905, -1.7234)
N (1.0366, 3.8096, -0.7037)
C (-0.3215, 4.2570, -0.9084)
C (1.4822, 3.6753, 0.6645)
H (1.3708, 4.0732, -2.6844)
H (-0.7008, 4.1190, -1.9147)
H (-0.4657, 5.2859, -0.5502)
H (-0.9909, 3.6930, -0.2440)
H (1.0804, 2.7221, 1.0278)
H (2.5658, 3.6108, 0.7257)
H (1.1367, 4.5064, 1.2806)
C (4.3495, -2.4690, 2.8561)
O (5.4361, -2.8080, 2.4519)
N (3.9564, -2.6941, 4.1202)
C (4.7272, -3.4045, 5.0980)
C (2.7221, -2.1479, 4.6209)
H (3.6506, -1.8385, 2.2910)
H (4.2800, -4.3751, 5.3466)
H (4.8279, -2.8397, 6.0255)
H (5.7287, -3.6435, 4.7453)
H (2.2281, -1.3128, 4.1210)
H (1.9206, -2.8904, 4.6957)
H (2.8663, -1.7462, 5.6283)
C (-3.0337, 5.1668, 4.4845)
O (-4.0403, 5.5805, 4.9738)
N (-2.9391, 4.3953, 3.3873)
C (-1.6837, 3.9907, 2.8247)
C (-4.1605, 3.9835, 2.6944)
H (-2.0552, 5.3232, 4.9698)
H (-0.9177, 4.4080, 3.4894)
H (-1.4927, 4.4117, 1.8398)
H (-1.4739, 2.9228, 2.8685)
H (-4.2252, 2.8992, 2.8203)
H (-5.0481, 4.4239, 3.1364)
H (-4.1129, 4.3108, 1.6551)
C (-3.6102, 3.1844, -2.9755)
O (-3.2329, 4.1804, -2.4199)
N (-4.0407, 2.0819, -2.3520)
C (-4.4485, 0.9535, -3.1534)
C (-3.9012, 1.9043, -0.9313)
H (-3.5778, 3.1343, -4.0708)
H (-4.7470, 0.1047, -2.5391)
H (-3.6162, 0.5411, -3.7361)
H (-5.2576, 1.2071, -3.8351)
H (-3.1775, 1.1231, -0.7035)
H (-3.6617, 2.8430, -0.4409)
H (-4.8497, 1.5850, -0.4907)
C (-0.3069, 1.4503, -5.0244)
O (-0.3876, 2.2093, -4.0870)
N (-0.3867, 1.7778, -6.3239)
C (-0.4971, 0.7707, -7.3835)
C (-0.2689, 3.1620, -6.7427)
H (-0.2276, 0.3613, -4.8860)
H (0.5191, 0.6262, -7.7874)
H (-1.1659, 1.1139, -8.1617)
H (-0.6945, -0.1903, -6.9076)
H (-0.8936, 3.3362, -7.6151)
H (-0.4570, 3.8383, -5.9153)
H (0.7719, 3.3628, -7.0349)

These are the Löwdin partial charges, in e, on atoms 1 to 2:
1 C -0.3734
2 O 0.0083

If you had to bet on the most stable structure above, which would it be? Bet on entry y.